Arrangement i

ORCA calculation (the ωB97M-V functional and the def2-TZVPD basis) on a 2-piece molecular cluster, C11H12NO2 overall.

Structure (XYZ):
```
26
Properties=species:S:1:pos:R:3
C -0.340 -2.653 0.652
C -0.865 -0.424 -0.598
C -0.800 -1.239 0.602
C -1.534 0.758 -0.260
C -1.335 -0.501 1.595
C -0.528 -0.683 -1.920
C -0.923 0.229 -2.882
C -1.659 1.361 -2.542
C -2.005 1.633 -1.227
N -1.696 0.815 1.130
H 0.064 -1.545 -2.156
H -0.641 0.120 -3.922
H -1.969 2.079 -3.295
H 0.624 -2.734 0.145
H -1.040 -3.336 0.163
H -1.204 -0.584 2.658
H -2.645 1.012 1.426
H -2.577 2.507 -0.924
H -0.272 -2.977 1.681
C 2.946 -0.015 2.441
C 2.516 0.250 0.964
O 2.189 -0.773 0.317
O 2.563 1.433 0.573
H 2.310 0.470 3.192
H 3.990 0.247 2.563
H 2.791 -1.078 2.624
```

E_HOMO = -3.9 eV
net charge = -1
multiplicity = 1
frontier orbital gap = 7.324 eV

Arrangement ii

ORCA calculation (the ωB97M-V functional and the def2-TZVPD basis) on C11H12NO2 as an isolated structure.

Structure (XYZ):
```
26
Properties=species:S:1:pos:R:3
C -2.024 0.319 3.562
C -2.234 0.554 2.224
C -0.729 -0.069 4.001
C -1.320 0.215 1.299
C 0.270 -0.239 3.061
C -0.039 -0.137 1.706
C 1.156 -0.291 0.706
C 0.552 -0.856 -1.064
C 0.786 0.005 -2.307
C 1.628 1.248 -2.138
C -0.210 -0.077 -3.490
N 1.508 -1.193 -1.948
O 1.537 -2.361 -2.633
O 2.337 -0.257 1.029
H -2.854 0.428 4.271
H -3.251 0.616 1.773
H -0.780 -0.538 4.987
H -1.644 0.448 0.294
H 1.259 -0.657 3.217
H -0.349 -1.294 -0.865
H 2.664 0.943 -1.744
H 1.270 2.008 -1.533
H 1.754 1.750 -3.032
H -1.193 0.356 -3.416
H -0.262 -1.257 -3.561
H 0.169 0.338 -4.398
```

E_HOMO = -1.9 eV
net charge = -1
multiplicity = 1
frontier orbital gap = 4.961 eV

Arrangement iii

ORCA calculation (the ωB97M-V functional and the def2-TZVPD basis) on a 2-piece molecular cluster, C11H12NO2 overall.

Structure (XYZ):
```
26
Properties=species:S:1:pos:R:3
C -0.932 0.936 -3.556
C 0.938 0.401 -1.977
C 0.206 1.091 -0.011
C -0.318 0.902 -2.200
C -0.812 1.403 -0.963
C -0.056 1.132 1.346
C -1.340 1.417 1.783
C -2.025 1.906 -0.481
C -2.314 1.842 0.864
N 1.270 0.483 -0.620
H 1.706 -0.304 -0.133
H 1.559 -0.178 -2.643
H 0.711 0.776 2.018
H -1.804 0.254 -3.620
H -0.291 0.398 -4.256
H -1.598 1.218 2.813
H -2.822 2.099 -1.198
H -3.302 2.164 1.173
H -1.288 1.921 -3.855
C 1.112 -3.298 0.302
C 1.263 -2.504 1.612
O 1.603 -1.277 1.496
O 0.943 -3.040 2.688
H 0.601 -4.226 0.563
H 1.987 -3.319 -0.337
H 0.341 -2.720 -0.226
```

E_HOMO = -4.5 eV
net charge = -1
multiplicity = 1
frontier orbital gap = 7.750 eV

Arrangement iv

ORCA calculation (the ωB97M-V functional and the def2-TZVPD basis) on a 2-piece molecular cluster, C11H12NO2 overall.

Structure (XYZ):
```
26
Properties=species:S:1:pos:R:3
C 1.559 1.741 -2.886
C 1.008 -0.270 -1.363
C -0.502 0.554 -0.004
C 0.786 0.996 -1.836
C -0.247 1.535 -0.985
C -1.470 0.760 0.997
C -2.222 1.903 0.925
C -1.036 2.697 -1.010
C -2.039 2.874 -0.088
N 0.200 -0.571 -0.304
H 0.089 -1.543 0.177
H 1.839 -0.894 -1.690
H -1.566 -0.108 1.631
H 1.925 1.053 -3.650
H 2.436 2.276 -2.505
H -2.934 2.064 1.730
H -0.823 3.382 -1.812
H -2.562 3.817 0.026
H 0.869 2.425 -3.367
C 1.167 -3.902 2.533
C 0.043 -2.975 2.031
O -0.084 -2.876 0.763
O -0.688 -2.448 2.872
H 0.684 -4.657 3.156
H 2.023 -3.409 3.001
H 1.546 -4.427 1.657
```

E_HOMO = -4.3 eV
net charge = -1
multiplicity = 1
frontier orbital gap = 7.781 eV

Relative energies with respect to the most stable structure, expressed in hartree: arrangement i 0.0344; arrangement ii 0.2762; arrangement iii 0.0165; arrangement iv 0.0000.

Arrangement i

ORCA calculation (the ωB97M-V functional and the def2-TZVPD basis) on a 2-piece molecular cluster, C11H12NO2 overall.

Structure (XYZ):
```
26
Properties=species:S:1:pos:R:3
C 0.477 -0.990 -1.907
C -1.669 -0.102 1.022
C -1.530 -0.717 -0.236
C -0.178 -0.521 -0.653
C 0.439 0.207 0.316
C -2.884 0.023 1.692
C -3.959 -0.638 1.137
C -3.827 -1.351 -0.063
C -2.668 -1.319 -0.799
N -0.460 0.472 1.325
H -2.928 0.743 2.501
H -4.888 -0.510 1.683
H -0.228 0.688 2.279
H -4.767 -1.690 -0.478
H 1.467 0.441 0.519
H -2.540 -1.682 -1.815
H 1.007 -1.931 -1.735
H 1.262 -0.332 -2.271
H -0.257 -1.188 -2.691
C 4.014 1.999 -0.372
C 4.021 0.698 0.523
O 4.922 -0.121 0.301
O 3.132 0.734 1.414
H 3.216 2.050 -1.122
H 4.948 2.219 -0.895
H 3.876 2.817 0.325
```

E_HOMO = -4.4 eV
net charge = -1
multiplicity = 1
frontier orbital gap = 7.586 eV

Arrangement ii

ORCA calculation (the ωB97M-V functional and the def2-TZVPD basis) on a 2-piece molecular cluster, C11H12NO2 overall.

Structure (XYZ):
```
26
Properties=species:S:1:pos:R:3
C 1.576 -3.277 -1.771
C 1.274 -2.050 -2.659
O 0.306 -1.300 -2.458
O 2.121 -1.947 -3.599
H 1.007 -4.159 -2.069
H 1.244 -3.063 -0.728
H 2.601 -3.638 -1.853
C 1.115 1.518 2.850
C 1.487 1.497 0.363
C 0.646 1.375 1.476
C -0.571 1.070 -0.441
C -0.630 1.077 0.950
C -1.722 0.661 -1.144
C -1.793 0.735 1.675
C -2.905 0.438 -0.453
C -2.878 0.276 0.945
N 0.723 1.340 -0.782
H 2.466 1.935 0.260
H 1.151 0.966 -1.622
H 1.038 0.749 3.664
H 0.768 2.506 3.240
H -1.652 0.783 -2.210
H -1.904 0.471 2.726
H -3.897 0.480 -0.902
H -3.778 0.119 1.543
H 2.208 1.441 3.002
```

E_HOMO = -4.0 eV
net charge = -1
multiplicity = 1
frontier orbital gap = 7.203 eV

Relative energies with respect to the most stable structure, expressed in hartree: arrangement i 0.0000; arrangement ii 0.0373.